Formula: C18H22F5NNiSSi2
Source: the Open Molecules 2025 dataset
Level of theory: wB97M-V/def2-TZVPD

- HOMO energy (spin up / spin down) (eV) = -8.29 / -8.29
- LUMO (spin up / spin down) (eV) = -0.5 / -0.5
- energy relative to the best compared isomer or geometry (same formula, charge and spin) (kcal per mole) = 0.0

Atoms and positions in Å:
Ni 1.47698 0.53499 -0.23513
C -2.19734 0.18098 1.73322
Si -1.61994 -0.60333 0.12333
C -3.13788 -0.83870 -0.96441
C -0.87423 -2.29133 0.47906
C -0.42143 0.55979 -0.75808
C -0.40989 1.97742 -0.38270
C -1.42398 2.90219 -0.12982
C -1.05817 4.17020 0.27570
C 0.28965 4.49549 0.45389
C 1.24034 3.52512 0.22493
N 0.87775 2.31240 -0.20006
Si -0.06339 0.17522 -2.56369
C 1.47151 1.05861 -3.20776
C -1.40240 0.78028 -3.74066
C 0.12910 -1.67572 -2.78197
H -2.67323 -0.58424 2.35194
H -2.93423 0.97004 1.57243
H -1.37349 0.60232 2.30834
H -3.90582 -1.41383 -0.44115
H -2.89469 -1.37806 -1.88225
H -3.57574 0.12055 -1.25038
H -0.96691 -2.52373 1.54286
H 0.17817 -2.35855 0.21047
H -1.40622 -3.06795 -0.07431
H -2.45949 2.62033 -0.25943
H -1.81897 4.91729 0.46232
H 0.58959 5.48390 0.76973
H 2.29928 3.70029 0.36259
H 1.30881 2.13871 -3.24722
H 1.59925 0.71579 -4.24031
H 2.41863 0.87960 -2.69180
H -1.65432 1.82613 -3.54757
H -2.32294 0.19950 -3.64431
H -1.06611 0.70419 -4.77585
H 1.00174 -2.07291 -2.26283
H 0.24016 -1.88400 -3.84958
H -0.74673 -2.22844 -2.43779
F 1.85282 -2.92713 5.64227
C 2.05601 -2.50130 4.39622
C 1.46592 -1.33266 3.95102
F 0.68302 -0.62472 4.76893
C 1.68806 -0.90162 2.65582
F 1.07202 0.24449 2.28640
C 2.48484 -1.60101 1.75472
S 2.78290 -1.13058 0.07375
C 3.06314 -2.77229 2.24012
F 3.84164 -3.51002 1.44657
C 2.86097 -3.22278 3.53224
F 3.43524 -4.35089 3.95020



Formula: C28H33N6PdSSe
Source: the Open Molecules 2025 dataset
Level of theory: wB97M-V/def2-TZVPD

- HOMO energy (spin up / spin down) (eV) = -10.83 / -10.83
- LUMO (spin up / spin down) (eV) = -4.5 / -4.5
- total charge = +1

Atoms and positions in Å:
Pd -0.14922 -2.37957 -1.58040
N -1.80336 -0.32788 -5.05747
C -1.62232 -1.03546 -3.93492
S -0.60846 -2.44629 -4.00984
N -2.23485 -0.61617 -2.84704
N -2.00328 -1.29276 -1.74211
C -2.50850 -0.99581 -0.58164
C -3.30377 0.21812 -0.33983
C -4.39259 0.52826 -1.14603
C -5.12103 1.67667 -0.90119
C -4.75220 2.53305 0.12278
C -3.64996 2.24098 0.90863
C -2.93052 1.08408 0.68534
C -2.25747 -1.94973 0.49372
C -2.86727 -1.84322 1.74849
C -2.62486 -2.80594 2.70859
C -1.79172 -3.87475 2.39753
C -1.23515 -3.93132 1.12758
N -1.45242 -2.99553 0.21014
H -1.44296 -0.65755 -5.93590
H -2.47611 0.41923 -5.04947
H -4.67557 -0.14842 -1.93698
H -5.98662 1.89358 -1.50563
H -5.32950 3.42172 0.31750
H -3.35251 2.90302 1.70646
H -2.06658 0.85126 1.29134
H -3.53033 -1.01773 1.94613
H -3.09823 -2.73717 3.67710
H -1.58353 -4.64606 3.12142
H -0.59136 -4.75342 0.83041
C 3.32895 -0.30875 4.03037
C 3.65361 -0.91319 2.67003
C 2.71135 -2.04986 2.28298
C 1.27056 -1.61009 2.01370
N 1.15040 -0.62285 0.96370
C 1.38855 -0.84870 -0.35592
Se 2.13715 -2.43312 -1.08305
N 1.15709 0.30708 -1.04013
C 1.30602 0.47126 -2.47170
C 2.76533 0.44192 -2.93871
C 3.69705 1.40500 -2.20262
C 3.46429 2.86754 -2.56278
C 0.73135 1.27594 -0.15178
C 0.32607 2.59031 -0.33343
C -0.04874 3.30282 0.78949
C -0.03723 2.72437 2.05513
C 0.34045 1.40773 2.24370
C 0.73182 0.68589 1.12503
H 4.10291 0.39797 4.31651
H 3.27549 -1.09061 4.78502
H 2.38089 0.22265 4.00936
H 4.66535 -1.32009 2.69201
H 3.63139 -0.13662 1.90062
H 2.67444 -2.78996 3.08378
H 3.10647 -2.54412 1.39151
H 0.83018 -1.18233 2.91457
H 0.68414 -2.48944 1.72153
H 0.83132 1.41446 -2.74196
H 0.76242 -0.35448 -2.96916
H 2.76517 0.67394 -4.00459
H 3.15242 -0.57379 -2.82172
H 4.72075 1.13625 -2.46872
H 3.59664 1.26722 -1.12220
H 3.51373 3.00041 -3.64146
H 4.23158 3.48634 -2.10437
H 2.49633 3.21440 -2.20958
H 0.30379 3.04808 -1.30833
H -0.35320 4.33085 0.68164
H -0.33096 3.31246 2.90958
H 0.32692 0.96793 3.22724



Formula: C23H30ClO5Pt
Source: the Open Molecules 2025 dataset
Level of theory: wB97M-V/def2-TZVPD

- multiplicity = 5
- HOMO energy (spin up / spin down) (eV) = -1.07 / -4.43
- LUMO (spin up / spin down) (eV) = 2.5 / 2.2
- <S²> = 6.043
- total charge = -1

Atoms and positions in Å:
C -2.62981 -2.16193 -6.54590
C -2.63708 -1.10315 -5.42888
C -1.19446 -2.74381 -6.60763
C -0.31828 -1.73199 -5.85765
H -0.90549 -2.80813 -7.65949
H -1.18269 -3.74934 -6.17710
C -1.22480 -0.51657 -5.48416
H -2.80421 -1.61740 -4.46832
H -3.42767 -0.35880 -5.60158
C -0.76987 0.14265 -4.18597
H -1.18710 0.23741 -6.28506
H 0.45786 -1.35428 -6.53511
C 0.38631 -2.23275 -4.59829
C -3.70238 -3.21282 -6.36289
C -3.03562 -1.58033 -7.90299
O -2.54467 -1.88233 -8.97782
O -4.09851 -3.60447 -5.27446
O -4.20228 -3.64701 -7.53172
O -4.03466 -0.69043 -7.79913
C -4.52023 -0.22707 -9.05952
H -5.37752 0.39380 -8.81415
H -4.81798 -1.07462 -9.68231
H -3.74972 0.35563 -9.57119
C -5.25719 -4.59141 -7.37726
H -4.93553 -5.44297 -6.76695
H -5.50342 -4.90708 -8.38910
H -6.12334 -4.11580 -6.90209
O -0.28548 -0.87843 -3.31881
H -1.57309 0.72741 -3.70833
H 0.06642 0.82660 -4.41872
C 1.84835 -1.95953 -4.60288
C -0.13397 -3.43259 -3.88881
H 0.08750 -4.37399 -4.41174
H -1.22280 -3.35580 -3.75634
H 0.35954 -3.47337 -2.90858
H 2.23211 -2.14179 -3.58950
H 2.01605 -0.90938 -4.87145
H 2.39136 -2.59458 -5.32083
Pt 0.17706 -0.41901 -1.40140
C 1.71382 1.27726 0.02967
C 1.63980 1.14740 -1.42156
C 0.31689 1.72530 -1.82064
H 2.43110 0.91869 -2.12889
C -0.32005 2.16592 -0.60317
C 0.54507 1.92041 0.48474
H 0.36906 2.24570 1.50700
H 2.58743 1.02549 0.61772
H 0.07179 2.02015 -2.83265
H -1.27136 2.69197 -0.58859
C -0.33861 -2.16846 0.61696
C -0.82727 -1.13389 1.43328
C -1.74872 -0.34804 0.70831
H -0.59036 -1.02427 2.49100
C -1.87867 -0.87568 -0.62939
C -0.98639 -2.06579 -0.69873
H -1.08714 -2.84943 -1.43643
H 0.33660 -2.96628 0.89965
H -2.34608 0.46791 1.11081
H -2.64004 -0.66943 -1.37342
Cl 1.96681 -1.98278 -1.29491



F_max readings, ordered: 0.4 4.0 3.6 eV/A